(1)
C15H19ClOOs as an isolated structure. Source: the Open Molecules 2025 dataset; level of theory: wB97M-V/def2-TZVPD.

## Properties
ΔE to the lowest compared entry with this formula, charge and spin = 0.0 kJ/mol
LUMO energy (alpha / beta) = -7.76 / -9.69 eV
Kohn-Sham gap (alpha / beta) = 4.88 / 6.26 eV

```
! wB97M-V def2-TZVPD RIJCOSX def2/J DEFGRID3
* xyz 2 5
H 5.1617 1.3546 -0.9653
C -3.2644 -0.4740 0.4634
H 3.0941 -0.2495 -2.9004
Cl 0.8005 -0.2127 -0.4952
C -3.3901 -1.8317 -0.2095
H 4.1552 -0.0966 -0.7491
H 3.3606 3.6167 -1.9554
C -2.3282 -2.6326 0.5379
H 2.4806 3.0939 -0.5028
C 0.2631 -0.8985 2.6540
C -1.6478 0.3834 2.7979
O -2.2328 -3.8080 0.7236
H -2.9925 -1.3287 3.3456
H 3.8789 1.3324 0.2670
H 1.7059 2.9847 -2.0985
H 1.2848 -1.2065 2.4685
Os -1.2223 -0.8601 1.1698
H -2.8296 -2.3000 -2.3751
H 3.8216 1.1494 -3.7223
C 3.0311 0.8381 -3.0148
C 2.6527 2.8679 -1.5607
C -2.0021 -0.9683 3.0853
C -2.4105 0.3365 -0.3153
H -1.5227 0.0601 -2.3449
H -2.2189 1.3963 -0.1667
H -0.7750 -2.8257 3.2025
C 4.1387 0.9985 -0.7451
H -3.9333 -0.1201 1.2401
C -0.8169 -1.7583 3.0110
H 0.2925 1.3084 2.2334
H -2.3310 1.2190 2.8157
C -2.7338 -1.6069 -1.5410
H 2.0622 1.0781 -3.4694
H -4.3463 -2.3801 -0.1400
C -0.2570 0.4257 2.5178
C -2.0990 -0.3908 -1.5431
C 3.1703 1.5055 -1.7190
*
```

These are the Mulliken partial charges, in e, on atoms 1 to 4: 0.41, -0.97, 0.35, -0.43

---

(2)
C15H19N3O4OsS as an isolated structure. Source: the Open Molecules 2025 dataset; level of theory: wB97M-V/def2-TZVPD.

## Properties
ΔE to the lowest compared entry with this formula, charge and spin = 35.1 kJ/mol
LUMO energy (alpha / beta) = -6.26 / -8.20 eV
Kohn-Sham gap (alpha / beta) = 8.12 / 6.52 eV

```
! wB97M-V def2-TZVPD RIJCOSX def2/J DEFGRID3
* xyz 2 5
H 4.6705 1.9219 2.2900
S -1.3685 -1.7496 4.2179
H 0.8596 -0.1592 -2.5037
H 1.1568 0.6355 3.2348
H -3.4079 -4.0707 -1.5841
C 2.5089 1.2051 0.6232
H 0.9764 2.3119 1.3575
H -0.1417 2.6583 -4.1573
H 4.6929 2.9835 0.8584
C 0.3715 -0.1064 3.2717
C -1.8686 -2.4251 1.5088
C -3.3230 -4.0710 0.5744
C -2.7616 -3.4634 1.6871
C 4.7892 1.9544 1.2063
C -1.1649 -1.6906 2.5363
C -0.6079 1.0514 -2.8432
H -2.5057 1.9036 -3.3230
H -4.0180 -4.8927 0.6940
O -0.9078 1.6692 -0.0828
N -1.5296 -1.9956 0.2612
H 0.3211 1.0606 -4.7483
O -0.0677 -0.0699 -2.2325
C -2.0748 0.9320 -3.0873
H -2.2303 0.2784 -3.9538
H 0.1064 -0.2430 5.4425
H 2.5464 2.9178 1.7564
N 3.8224 1.0821 0.5430
C -0.1483 -0.5578 4.4408
O -0.4924 3.5043 -1.4248
H -2.5967 0.4993 -2.2333
Os -0.0678 -0.5713 0.1649
H 4.1584 0.2900 0.0212
N 1.9766 2.1952 1.3473
C 0.2687 1.6979 -3.8573
O 1.7613 0.3825 -0.0158
H 1.2834 1.8578 -3.4852
C -0.2037 -0.7564 2.1383
C -0.7050 2.4374 -0.9983
H -1.7958 -2.2079 -1.7846
H -3.0033 -3.7954 2.6884
C -2.0843 -2.5892 -0.8144
C -2.9818 -3.6227 -0.6976
H 5.7865 1.6075 0.9627
*
```

These are the Mulliken partial charges, in e, on atoms 1 to 4: 0.35, -0.14, 0.30, 0.41

---

(3)
One molecule with the formula C15H19N3O4S. Source: the Open Molecules 2025 dataset; level of theory: wB97M-V/def2-TZVPD.

## Properties
SMILES = Cc1cc2[nH]c(=O)c(=O)[nH]c2cc1S(=O)(=O)N1CCC(C)CC1
ΔE to the lowest compared entry with this formula, charge and spin = 25.5 kJ/mol
LUMO energy = 0.12 eV
Kohn-Sham gap = 8.91 eV

```
! wB97M-V def2-TZVPD RIJCOSX def2/J DEFGRID3
* xyz 0 1
C 1.6745 5.2800 1.4257
H -1.1038 0.0638 -1.7948
N 1.5731 4.2366 0.5453
O 1.7048 6.4260 1.0476
C -0.3311 -2.7536 -1.0783
H -3.4582 -4.0132 -3.1021
C 1.3878 0.5727 0.3106
H -0.4528 -2.1510 -3.1146
H 0.6780 -3.1611 -1.1450
H -0.8914 -3.3342 -0.3385
H -3.2319 -4.0420 -1.3524
C -2.4722 -2.2572 -2.3122
H 1.7509 3.2965 4.1444
H 0.3990 -1.6343 1.8823
C -1.3206 -0.5193 -0.8909
O 1.1764 0.0445 -2.2432
H -2.7879 -1.9158 -0.1956
C 1.7439 4.8958 2.8962
C 1.5297 2.8975 0.8772
H 1.6712 -1.3693 3.0885
C 1.5946 2.5413 2.2322
C -3.4730 -3.4051 -2.2009
C -2.5948 -1.3281 -1.0947
C 1.4513 0.1950 1.6503
H 1.6089 0.9449 3.6493
H 1.3794 2.1245 -1.1315
C 1.5545 1.2008 2.6015
H 1.5348 4.4833 -0.4376
H 2.0766 -1.8172 1.4145
H -4.4809 -3.0190 -2.0653
C 1.4254 1.8953 -0.0787
C 1.4018 -1.2422 2.0435
O 2.3093 -1.6262 -0.8432
H -1.4334 0.1774 -0.0528
N -0.1925 -1.3902 -0.5892
H -3.4328 -0.6432 -1.2293
H -2.7086 -1.6822 -3.2130
N 1.6985 3.5519 3.1642
S 1.2639 -0.6558 -0.9898
C -1.0283 -2.7806 -2.4334
O 1.8330 5.7087 3.7838
H -1.0269 -3.7960 -2.8305
*
```

These are the Mulliken partial charges, in e, on atoms 1 to 4: 0.33, 0.46, -0.14, -0.61

---

(4)
One molecule with the formula C15H19N3OS2. Source: the Open Molecules 2025 dataset; level of theory: wB97M-V/def2-TZVPD.

## Properties
SMILES = O=C(CSC1=NCCS1)N1CCN(c2ccccc2)CC1
ΔE to the lowest compared entry with this formula, charge and spin = 15.8 kJ/mol
LUMO energy = 0.61 eV
Kohn-Sham gap = 8.35 eV

```
! wB97M-V def2-TZVPD RIJCOSX def2/J DEFGRID3
* xyz 0 1
S 0.8839 -1.8638 1.2503
H -1.5642 -3.4128 0.7524
H -2.8377 -2.9555 -0.4013
H 2.3791 1.9326 2.3527
O -2.0234 -1.4467 2.1241
H 3.7457 -2.7726 -0.5292
C -1.5849 0.8088 -1.6806
C 1.2591 1.4271 -1.2856
C 0.7986 -2.1976 -0.4935
C -1.9120 -2.6315 0.0762
H -2.8196 -0.9805 -1.6514
C -2.0605 2.1260 0.2673
S -0.7136 -2.4930 -1.2968
H 0.0138 1.8915 1.8276
H 4.0759 1.6475 0.5746
H -1.6494 2.8908 0.9253
H 3.3296 1.3193 -1.7643
C 2.0714 1.7956 1.3254
H -0.7997 0.1430 -2.0400
C -2.6495 0.9603 1.0855
H -2.8492 2.5945 -0.3331
C 3.0229 1.6288 0.3338
C -2.1485 -1.3835 0.9161
H 3.5049 -1.0329 -0.7649
N 1.8737 -2.2095 -1.1447
H 0.9615 1.3055 -2.3158
C 2.6959 -1.7841 1.1244
C -2.7490 -0.0379 -1.1132
C 0.2881 1.6021 -0.2928
H 3.1100 -2.5846 1.7361
H 3.0143 -0.8198 1.5160
H -1.9515 1.4066 -2.5262
C 3.0460 -1.9463 -0.3749
N -2.5491 -0.2562 0.2980
N -1.0482 1.6683 -0.6486
C 2.6030 1.4400 -0.9731
C 0.7233 1.7795 1.0233
H -3.6970 1.1575 1.3422
H -3.6988 0.4959 -1.2311
H -2.0948 0.7875 2.0099
*
```

These are the Mulliken partial charges, in e, on atoms 1 to 4: -0.08, 0.43, 0.55, 0.36

---

Q: Which of these has the lowest ΔE to the lowest compared entry with this formula, charge and spin?
A: C15H19ClOOs